Record 1
{
  "formula": "H6O3PSi",
  "method": "the ωB97M-V functional and the def2-TZVPD basis",
  "symbols": ["O", "O", "O", "Si", "P", "H", "H", "H", "H", "H", "H"],
  "xyz": [[-1.815, -0.516, -0.234], [0.035, 0.029, -1.903], [0.240, -1.740, -0.352], [0.681, 0.998, 1.126], [-0.313, -0.286, -0.409], [-2.452, 0.143, -0.237], [0.924, 0.204, -2.321], [0.127, -2.255, 0.446], [1.909, 0.648, 0.529], [0.553, 0.544, 2.468], [0.110, 2.230, 0.888]],
  "forces_ev_per_angstrom": [[0.4973, -1.9067, -0.2711], [0.3446, 1.0175, -0.3629], [0.5446, -0.3731, 0.1808], [0.1411, -0.8194, 0.0012], [1.2493, -1.0295, -0.8999], [-2.0876, 2.1850, -0.0295], [-1.2090, -0.3113, 0.9569], [-0.0866, -0.3822, 0.4094], [1.4976, 0.1661, -0.3680], [-0.2871, -0.5633, 0.7672], [-0.6041, 2.0169, -0.3841]],
  "nbo_charge": [-0.9544, -0.9874, -0.9646, 0.5777, 1.9862, 0.5404, 0.5738, 0.5355, -0.1166, -0.0803, -0.1105],
  "spin_multiplicity": 1,
  "e_lumo_ev": -3.84,
  "total_charge": 1
}

Record 2
{
  "formula": "H6O3Rb",
  "method": "the ωB97M-V functional and the def2-TZVPD basis",
  "symbols": ["Rb", "O", "H", "H", "O", "H", "H", "O", "H", "H"],
  "xyz": [[5.936, 3.067, 7.446], [6.252, 4.628, 4.520], [5.215, 4.827, 5.564], [7.089, 4.996, 4.712], [3.149, 4.293, 2.849], [9.210, 3.288, 5.667], [2.520, 4.781, 3.472], [4.284, 4.417, 6.221], [4.204, 5.350, 6.387], [3.924, 4.000, 3.385]],
  "forces_ev_per_angstrom": [[0.4893, -0.9614, 0.7812], [-0.9006, -1.2482, 0.4298], [-2.2879, -2.5996, 0.7475], [1.8055, 1.2983, -0.0267], [-0.3825, 0.6749, 1.5623], [-0.6309, 0.2723, -0.3805], [1.4974, -1.1258, -1.1323], [3.0834, 2.2867, -2.5814], [-1.6151, 0.9453, 0.9795], [-1.0584, 0.4576, -0.3794]],
  "mulliken_charge": [0.9546, -0.5010, 0.3665, 0.2651, -0.5966, 0.3264, 0.3346, -0.8215, 0.3526, 0.3193],
  "spin_multiplicity": 1,
  "e_lumo_ev": -10.62,
  "total_charge": 1
}

Record 3
{
  "formula": "H6OSi2",
  "method": "the ωB97M-V functional and the def2-TZVPD basis",
  "symbols": ["O", "Si", "Si", "H", "H", "H", "H", "H", "H"],
  "xyz": [[-0.277, 0.572, 0.368], [1.937, -0.005, -0.020], [-1.707, -0.008, -0.010], [2.560, 1.168, 0.256], [2.195, -1.229, 0.772], [1.800, -0.267, -1.478], [-2.039, -0.143, -1.506], [-2.717, 0.924, 0.536], [-1.753, -1.011, 1.080]],
  "forces_ev_per_angstrom": [[5.5174, 0.1643, -0.8569], [-5.6358, -1.6252, -0.7644], [-0.7583, 0.2576, 0.5910], [1.2638, 2.1631, 0.8063], [0.0122, 0.4096, -0.0132], [0.2500, -0.0172, 0.3982], [0.2698, -0.4953, 0.8799], [-0.2514, 0.3032, -0.3331], [-0.6678, -1.1601, -0.7076]],
  "nbo_charge": [-1.2631, 1.2016, 1.2401, -0.1906, -0.1557, -0.1648, -0.2107, -0.2348, -0.2221],
  "spin_multiplicity": 1,
  "e_lumo_ev": -0.59,
  "total_charge": 0
}

Record 4
{
  "formula": "H7N5",
  "method": "the ωB97M-V functional and the def2-TZVPD basis",
  "symbols": ["N", "N", "N", "N", "N", "H", "H", "H", "H", "H", "H", "H"],
  "xyz": [[0.311, 0.254, 0.438], [-0.315, -0.708, -0.278], [1.767, -0.836, 0.398], [0.495, 1.353, -0.290], [-1.974, -0.058, -0.168], [-0.345, -1.542, 0.308], [0.182, 1.259, -1.256], [0.132, 2.181, 0.168], [2.244, -0.370, 1.172], [2.239, -0.508, -0.446], [-2.432, -0.707, -0.812], [-2.305, -0.318, 0.765]],
  "forces_ev_per_angstrom": [[3.5872, -1.8904, 1.8019], [-5.6151, 0.3660, -1.1855], [-1.2805, 2.0398, 0.8332], [0.3328, 1.0534, -1.0154], [2.5399, -1.5718, -0.4962], [0.0775, 0.2797, 0.0273], [0.0184, -0.0275, 0.1880], [0.0515, -0.2974, -0.0206], [0.1298, -0.1798, -0.1382], [-0.1448, 0.1685, -0.0110], [0.0209, 0.1569, 0.0863], [0.2825, -0.0973, -0.0698]],
  "nbo_charge": [0.0031, -0.3336, -0.7412, -0.6459, -0.7389, 0.3685, 0.3583, 0.3794, 0.3413, 0.3340, 0.3418, 0.3332],
  "spin_multiplicity": 1,
  "e_lumo_ev": 1.18,
  "total_charge": 0
}

Record 5
{
  "formula": "H7NP2Si",
  "method": "the ωB97M-V functional and the def2-TZVPD basis",
  "symbols": ["N", "Si", "P", "P", "H", "H", "H", "H", "H", "H", "H"],
  "xyz": [[0.707, 0.975, 1.727], [1.557, 0.534, 0.285], [-0.347, -0.043, 2.583], [-1.534, -0.829, -2.236], [0.937, 1.887, 2.173], [1.640, 1.628, -0.562], [1.027, -0.823, -0.124], [-0.994, -0.381, 1.318], [-1.943, -0.587, -1.055], [-0.278, -0.425, -2.230], [-0.772, -1.936, -1.878]],
  "forces_ev_per_angstrom": [[0.5161, 1.3574, 0.4214], [0.2605, -1.9997, 1.6696], [-0.6948, 0.0651, -0.9747], [-0.7936, -1.9908, -4.6701], [-0.0256, -1.1997, -0.3788], [-0.1590, 1.4868, -1.5515], [0.0857, 0.7185, -0.0399], [0.0768, -0.4400, 0.9151], [-0.7610, 1.0992, 4.0904], [2.0883, 2.2182, 0.2589], [-0.5935, -1.3150, 0.2596]],
  "nbo_charge": [-1.3433, 0.9367, 0.4548, 0.0598, 0.4209, -0.2061, -0.1775, -0.0905, -0.0345, -0.0175, -0.0028],
  "spin_multiplicity": 1,
  "e_lumo_ev": [-0.44, -0.56],
  "total_charge": 0
}

Relative energy (zero: lowest compared OMol25 entry of this formula, charge and spin) list, top to bottom, in eV: 0.590; 10.718; 2.913; 2.235; 3.102